# 1
Below is an isolated molecule of C4H7NO2 in a non-equilibrium geometry, with properties calculated with ωB97M-V/def2-TZVPD.

Summary:
Kohn-Sham gap (Eh): 0.384
SMILES string: C[C@@H](C=O)NC=O
Spin multiplicity: 1

Last column: Mulliken charge in e.
Geometry (Å):
C -1.00773 0.24614 -1.83280  0.10
N -0.94682 -0.05235 -0.51910  -0.13
C 1.23771 0.71735 0.34619  -1.25
C 0.26753 -0.48199 0.15183  0.13
C -0.10332 -0.88022 1.56373  -0.11
O -1.17036 -0.52128 2.02469  -0.49
O -2.05582 0.52579 -2.39065  -0.57
H -0.04403 0.27482 -2.36651  0.29
H -1.77849 -0.10548 0.04268  0.21
H 0.66742 1.53304 0.78633  0.37
H 1.58263 1.03750 -0.63450  0.33
H 2.12183 0.44809 0.92158  0.38
H 0.75193 -1.28982 -0.40152  0.32
H 0.47752 -1.45160 2.30804  0.41

=====

# 2
Below is an isolated molecule of C4H7NO2, with properties calculated with ωB97M-V/def2-TZVPD.

Summary:
Kohn-Sham gap (Eh): 0.368
SMILES string: N[C@]1(O)C[C@H]1C=O
Spin multiplicity: 1

Last column: Mulliken charge in e.
Geometry (Å):
C -0.68623 -1.11918 0.27496  -0.94
C -0.60945 0.10605 -0.58620  -0.11
C -1.27305 1.37196 -0.19631  -0.15
O -2.13384 1.48085 0.64377  -0.48
C 0.62639 -0.27850 0.17241  0.59
O 0.98132 0.34485 1.36886  -0.56
N 1.77925 -0.55428 -0.64208  -0.65
H 0.46164 -0.13254 2.02487  0.36
H -1.38206 -0.97427 1.11765  0.31
H -0.78285 -2.09845 -0.18817  0.29
H -0.52440 -0.06263 -1.65364  0.48
H -0.86969 2.26021 -0.72327  0.33
H 1.77894 0.00865 -1.48470  0.26
H 2.63401 -0.35271 -0.12814  0.27

=====

# 3
Below is a cluster of 2 separate species, C4H7NO2 in total, with properties calculated with ωB97M-V/def2-TZVPD.

Summary:
Kohn-Sham gap (Eh): 0.408
SMILES string: [H]/N=C/CC.O=C=O
Spin multiplicity: 1

Last column: Mulliken charge in e.
Geometry (Å):
C 0.88396 -0.94020 1.04831  -0.86
C 0.55417 -1.21933 -0.42561  -0.34
C -0.40908 -0.34489 -1.18012  -0.13
N -1.09958 0.60642 -0.71022  -0.50
C -0.64264 2.53082 0.67322  0.85
O -1.42165 3.15563 0.06789  -0.44
O 0.17227 2.04407 1.35183  -0.48
H 0.91713 0.12472 1.25025  0.19
H 1.83546 -1.35339 1.41503  0.32
H 0.10291 -1.37905 1.67132  0.28
H 1.44679 -1.32470 -1.05706  0.32
H -0.01969 -2.15419 -0.50496  0.23
H -0.56086 -0.72102 -2.20337  0.34
H -1.75919 0.97510 -1.39652  0.22

=====

# 4
Below is an isolated molecule of C4H7NO2, with properties calculated with ωB97M-V/def2-TZVPD.

Summary:
Kohn-Sham gap (Eh): 0.250
Spin multiplicity: 1

Last column: Mulliken charge in e.
Geometry (Å):
O 2.52026 -0.26427 -0.02711  -0.39
C 1.27524 0.26919 0.37176  -0.66
C 0.35201 0.63532 -0.79912  -0.51
N -0.75795 0.22033 0.13762  0.06
C 0.21736 -0.79795 0.70578  -0.40
C -2.08919 -0.10657 -0.32702  -0.01
O -2.79940 -0.87160 0.25556  -0.41
H 3.17756 0.20247 0.49784  0.40
H -0.71760 0.95844 0.86480  0.37
H 0.24420 1.65765 -1.18001  0.30
H 0.31468 -0.09353 -1.63687  0.33
H -0.02914 -1.10114 1.72767  0.30
H 0.17626 -1.67035 0.02379  0.26
H -2.36549 0.45358 -1.23496  0.36

=====

# 5
Below is a cluster of 2 separate species, C4H7NO2 in total, with properties calculated with ωB97M-V/def2-TZVPD.

Summary:
Kohn-Sham gap (Eh): 0.326
Spin multiplicity: 1

Last column: Mulliken charge in e.
Geometry (Å):
C 1.92330 0.04721 -0.21194  -1.17
C 0.27853 -1.00929 0.67384  -0.05
O -0.22544 -0.08612 1.52237  -0.32
C -1.12561 0.75032 0.78128  -0.22
C -1.45902 -0.09772 -0.41895  0.55
N -2.33116 0.12349 -1.29418  -0.67
O -0.60637 -1.18730 -0.36563  -0.34
H 2.64438 -0.51084 -0.81209  0.38
H 2.41335 0.59339 0.59547  0.31
H 1.27263 0.65132 -0.84083  0.27
H 1.41598 -1.19359 0.54651  0.47
H -0.62797 1.68528 0.49315  0.23
H -2.00531 0.98205 1.38397  0.28
H -2.34076 -0.61718 -1.99410  0.28

=====

# 6
Below is an isolated molecule of C4H7NO2, with properties calculated with ωB97M-V/def2-TZVPD.

Summary:
Kohn-Sham gap (Eh): 0.306
Spin multiplicity: 1

Last column: Mulliken charge in e.
Geometry (Å):
C -1.51805 -0.79932 0.23895  -0.78
C -1.00949 0.14639 -0.77259  -0.33
C -0.12385 1.22673 -0.19125  -0.50
N 0.96605 0.62676 0.54673  -0.16
C 1.66500 -0.45272 0.05234  0.57
O 2.63675 -0.91771 0.59278  -0.59
O 1.16098 -1.01992 -1.07596  -0.45
H -1.07903 -0.77064 1.24533  0.33
H -1.49315 -1.81869 -0.16329  0.24
H -2.59325 -0.55907 0.29531  0.38
H 0.45608 -0.52507 -1.55928  0.44
H -0.75425 1.81823 0.49292  0.39
H 0.23977 1.90706 -0.97371  0.23
H 1.44643 1.13797 1.27172  0.23

=====

# 7
Below is an isolated molecule of C4H7NO2, with properties calculated with ωB97M-V/def2-TZVPD.

Summary:
Kohn-Sham gap (Eh): 0.401
SMILES string: C/N=C1/COCO1
Spin multiplicity: 1

Last column: Mulliken charge in e.
Geometry (Å):
C 1.96722 -0.56637 -0.26130  -0.69
N 1.26921 0.67316 0.08907  -0.51
C 0.07281 0.78047 -0.28153  0.69
C -1.06879 1.40552 0.50199  -0.32
O -1.85916 0.22502 0.71168  -0.37
C -1.28695 -0.79703 -0.08435  -0.26
O -0.55760 -0.15089 -1.09830  -0.37
H 2.58936 -0.47321 -1.15402  0.29
H 2.60233 -0.80405 0.59586  0.27
H 1.29800 -1.42356 -0.42538  0.24
H -1.68264 2.13180 -0.03885  0.22
H -0.73661 1.82036 1.45668  0.25
H -2.04647 -1.44287 -0.51725  0.27
H -0.56070 -1.37836 0.50571  0.28

=====

# 8
Below is an isolated molecule of C4H7NO2 in a non-equilibrium geometry, with properties calculated with ωB97M-V/def2-TZVPD.

Summary:
Kohn-Sham gap (Eh): 0.389
SMILES string: CC(=O)NCC=O
Spin multiplicity: 1

Last column: Mulliken charge in e.
Geometry (Å):
C 0.01172 -0.86103 2.04940  -1.03
C -0.32416 -1.24402 0.56978  0.61
N -0.55721 -0.29490 -0.40637  -0.22
C -0.38579 1.13920 -0.11416  -0.38
C 0.87666 1.48936 -0.84686  0.07
O 0.92513 2.14184 -1.84885  -0.44
O -0.47298 -2.41427 0.27810  -0.60
H -0.69693 -0.14408 2.41302  0.37
H 0.02895 -1.82400 2.57517  0.27
H 1.05456 -0.51131 1.96782  0.30
H -1.23210 -0.47968 -1.11770  0.25
H -1.23702 1.76921 -0.57413  0.28
H -0.41112 1.29397 0.95133  0.26
H 1.88811 1.06769 -0.46506  0.25

=====

# 9
Below is a structure of composition C4H7NO2 in a non-equilibrium geometry, with properties calculated with ωB97M-V/def2-TZVPD.

Summary:
Kohn-Sham gap (Eh): 0.369
Spin multiplicity: 1

Last column: Mulliken charge in e.
Geometry (Å):
C -1.62199 -0.31240 -1.16198  -0.11
C -0.25488 -0.88411 -1.23214  -0.57
C 0.62232 0.10348 0.61461  0.86
C 1.44745 1.13424 1.19891  -1.00
N -2.29549 -0.27246 -0.18170  -0.60
O 0.42067 0.27096 -0.65651  -0.33
O 0.28186 -0.98155 1.22852  -0.67
H -1.97070 0.30738 -1.90944  0.46
H -0.05575 -1.68485 -0.56499  0.37
H 0.25157 -1.11170 -2.05913  0.38
H 1.42699 1.40393 2.24146  0.33
H 1.02636 1.94483 0.59876  0.29
H 2.49748 0.90894 0.96362  0.24
H -1.77588 -0.82669 0.92001  0.36

=====

# 10
Below is an isolated molecule of C4H7NO2S in a non-equilibrium geometry, with properties calculated with ωB97M-V/def2-TZVPD.

Summary:
Kohn-Sham gap (Eh): 0.342
SMILES string: CO/C=C/O/C=N/S
Spin multiplicity: 1

Last column: Mulliken charge in e.
Geometry (Å):
C -2.40410 1.19354 0.10828  -0.72
C -1.45224 -0.87408 -0.32559  0.10
C -0.29049 -0.58867 0.20530  -0.24
C 1.98497 -1.18411 0.03950  0.12
H -1.52446 1.71027 -0.41918  0.30
H -2.18233 1.09198 1.14644  0.33
H -3.38958 1.67021 -0.04286  0.22
H -1.60186 -1.81695 -0.81937  0.39
H -0.05711 0.25883 0.88620  0.31
H 2.68927 -2.04012 -0.01654  0.37
H 3.81951 1.72764 -0.23033  0.14
N 2.28609 0.04396 -0.04347  -0.39
O -2.55871 -0.09377 -0.41715  -0.37
O 0.70365 -1.51921 0.11904  -0.38
S 3.97740 0.42048 -0.19027  -0.17

=====

What E values result from the calculations? In sequence: -9846.1159; -9844.9192; -9846.6630; -9841.8945; -9842.3063; -9843.3521; -9844.6840; -9845.8814; -9843.2906; -20679.2300 eV.
What highest occupied orbital energy values result from the calculations? In sequence: -9.890; -9.143; -10.276; -6.754; -7.978; -9.207; -9.947; -9.809; -9.196; -8.376 eV.
What energy relative to the best compared isomer or geometry (same formula, charge and spin) values result from the calculations? In sequence: 112.29; 227.76; 59.51; 519.60; 479.86; 378.95; 250.45; 134.91; 384.89; 338.31 kJ/mol.